Record 1
Formula: C5H8N2
Source: the OMol25 dataset
Level of theory: wB97M-V/def2-TZVPD

The geometry in XYZ format:
```
15
Properties=species:S:1:pos:R:3:forces:R:3:mulliken_charge:R:1
C 2.6745 -0.3427 -0.5222 0.0 0.0 0.0 -0.96
C -0.1941 0.0911 1.7789 0.2 -0.1 0.0 -0.10
C -0.4086 -0.7361 0.6781 -0.2 0.0 0.0 -0.48
C -1.3205 0.1171 0.0223 0.0 -0.1 0.0 0.88
N -2.2786 -0.2225 -0.8864 0.0 -0.1 0.1 -0.46
C -1.1773 1.4435 0.5998 0.0 0.1 -0.1 -0.66
N -0.2461 1.4094 1.5403 -0.2 -0.1 0.0 -0.38
H 2.7294 -1.0859 0.2773 0.0 0.1 -0.1 0.24
H 2.0698 -0.7391 -1.3419 0.1 0.1 0.1 0.23
H 3.6815 -0.1171 -0.8822 -0.1 0.0 0.0 0.30
H -0.4040 -1.8161 0.6327 0.0 0.2 0.0 0.34
H -3.1902 0.2023 -0.8113 0.1 0.0 0.0 0.23
H -2.2822 -1.1682 -1.2365 0.0 0.1 0.1 0.23
H -1.7116 2.3444 0.3111 0.1 -0.1 0.0 0.40
H 2.2051 0.5658 -0.1366 0.1 -0.1 -0.1 0.19
```
Forces are in eV/Å.

Computed properties:
energy relative to the best compared isomer or geometry (same formula, charge and spin): 408.86 kJ/mol
E_tot: -8290.7588 eV
HOMO level (alpha / beta): -8.2 / -8.5 eV



Record 2
Formula: C5H8N2
Source: the OMol25 dataset
Level of theory: wB97M-V/def2-TZVPD

The geometry in XYZ format:
```
15
Properties=species:S:1:pos:R:3:forces:R:3:mulliken_charge:R:1
C 1.9294 0.1786 -0.5015 -0.3 -0.1 0.1 -0.89
C -1.1378 -0.6358 0.9437 0.4 0.5 -0.9 0.27
C 0.2537 -0.6078 1.2013 0.0 -0.2 0.4 -0.34
C -0.6810 -0.2761 -0.6722 0.4 -1.4 1.3 0.04
C -0.9680 1.0126 -1.1448 -0.4 0.9 -0.4 -0.96
N 0.6796 -0.4215 -0.0720 0.1 0.1 -0.4 0.08
N -2.2827 -0.7208 1.4711 -0.2 0.4 0.0 -0.67
H -2.2754 -0.5012 2.4678 0.1 -0.4 0.0 0.24
H 0.8896 -0.9167 2.0245 -0.1 0.1 0.0 0.38
H -0.9206 -1.1202 -1.3175 0.0 0.1 -0.1 0.30
H 1.9896 0.1241 -1.5872 0.1 0.0 0.0 0.32
H 2.7468 -0.3936 -0.0563 0.0 0.1 -0.1 0.31
H 2.0303 1.2236 -0.1955 0.0 0.0 0.0 0.33
H -1.6876 1.1801 -1.9323 0.0 0.0 0.0 0.30
H -0.5658 1.8748 -0.6290 0.0 0.0 0.0 0.29
```
Forces are in eV/Å.

Computed properties:
energy relative to the best compared isomer or geometry (same formula, charge and spin): 450.06 kJ/mol
E_tot: -8290.3317 eV
HOMO level (alpha / beta): -6.9 / -7.8 eV



Record 3
Formula: C5H8N2
Source: the OMol25 dataset
Level of theory: wB97M-V/def2-TZVPD

The geometry in XYZ format:
```
15
Properties=species:S:1:pos:R:3:forces:R:3:mulliken_charge:R:1
C 1.4742 1.0724 -1.6354 0.0 0.1 0.0 -1.03
C 0.5806 0.3988 -0.6167 0.0 -0.3 0.0 0.93
C 0.5847 -0.9722 -0.5520 0.1 0.0 -0.1 -0.74
N -0.2927 -1.3757 0.4034 -0.1 -0.1 0.1 0.01
C -0.8911 -0.2904 0.9820 0.2 -0.1 -0.2 0.09
N -1.8559 -0.5865 1.9768 0.0 0.2 0.1 -0.54
C -0.3693 0.8419 0.3749 0.0 -0.1 0.0 -0.89
H 0.9315 1.6244 -2.4123 0.0 0.0 0.3 0.25
H 2.2306 1.7446 -1.2133 -0.3 -0.1 0.1 0.26
H 2.0250 0.2740 -2.1515 -0.1 0.2 0.1 0.29
H 1.1538 -1.6739 -1.1457 -0.1 0.0 0.1 0.34
H -0.5136 -2.3182 0.6770 0.0 0.1 -0.1 0.21
H -1.6059 -0.3078 2.9174 0.0 0.1 -0.2 0.23
H -2.7966 -0.2872 1.7550 0.2 0.1 0.0 0.24
H -0.6554 1.8559 0.6405 0.1 -0.2 -0.2 0.35
```
Forces are in eV/Å.

Computed properties:
SMILES string: Cc1c[nH]c(N)c1
energy relative to the best compared isomer or geometry (same formula, charge and spin): 22.47 kJ/mol
E_tot: -8294.7635 eV
HOMO level: -8.0 eV



Record 4
Formula: C5H8N2
Source: the OMol25 dataset
Level of theory: wB97M-V/def2-TZVPD

The geometry in XYZ format:
```
15
Properties=species:S:1:pos:R:3:forces:R:3:mulliken_charge:R:1
C -0.2461 0.8474 -0.0194 3.1 2.3 -0.3 -0.32
C -1.0760 -1.1991 -0.0450 -0.7 -2.9 0.3 -0.14
C 0.8192 -0.0076 -0.0274 -3.2 -0.3 -0.1 0.45
C -2.7034 0.4055 0.0566 1.9 0.1 -0.7 0.07
C 2.2245 0.3047 0.0201 2.7 -2.7 -3.3 -1.20
N 0.1706 -1.3658 0.0442 2.0 3.5 -0.6 0.15
N -1.4477 0.1644 -0.0797 0.8 -1.9 0.7 0.17
H -0.0198 1.9497 0.0351 -1.2 -1.2 -0.2 0.41
H -1.7102 -2.0913 -0.0342 -0.6 0.7 -0.1 0.42
H -3.3282 -0.4001 0.0766 -1.9 -2.1 0.1 0.26
H -3.0435 1.3599 0.0459 -1.1 3.0 0.3 0.33
H 2.6070 0.8956 -0.8378 -0.9 0.5 0.5 0.38
H 2.9865 -0.5673 -0.2281 -1.8 1.1 1.3 0.38
H 2.3852 0.7634 0.9271 1.1 1.1 2.1 0.35
H 0.7810 -2.1588 0.1455 -0.3 -1.1 -0.1 0.29
```
Forces are in eV/Å.

Computed properties:
net charge: +2
SMILES string: C=[N+]1C=[NH+]C(C)=C1
energy relative to the best compared isomer or geometry (same formula, charge and spin): 57.01 kJ/mol
E_tot: -8273.4775 eV
HOMO level: -19.8 eV



Record 5
Formula: C5H8N2O
Source: the OMol25 dataset
Level of theory: wB97M-V/def2-TZVPD

The geometry in XYZ format:
```
16
Properties=species:S:1:pos:R:3:forces:R:3:mulliken_charge:R:1
C 1.8761 0.4588 -0.1090 -1.3 -0.9 -2.9 -0.63
C 0.3326 0.4097 -0.0709 1.6 -0.6 -1.8 0.08
C -0.4085 -0.8487 -0.5775 1.2 -1.6 -0.3 -0.28
C -2.2951 -0.2568 0.3538 -1.3 0.6 3.3 -0.22
C -0.2615 -0.4985 0.9487 3.3 0.7 0.1 -0.05
H 2.5796 2.2940 -0.2101 -0.6 -1.7 1.5 0.34
H 2.3370 0.3809 -1.1508 -0.9 -0.4 1.0 0.25
H 2.1460 -0.3842 0.4652 1.0 -1.1 0.6 0.35
H -0.1144 1.3709 -0.2957 -0.4 -0.1 0.1 0.28
H -0.0774 -1.8633 -1.0047 0.3 2.1 0.4 0.30
H -2.3015 -0.8154 -1.6365 -0.8 -0.5 -1.2 0.13
H -3.3632 -0.2923 0.4600 -0.4 0.9 0.2 0.39
H 0.4607 -0.7736 1.7913 -0.9 -0.5 -1.6 0.36
N -1.8202 -0.6347 -0.8126 3.0 -0.2 1.1 -0.11
N -1.4765 -0.1200 1.3777 -5.1 -0.3 -0.5 -0.66
O 2.3864 1.5734 0.4712 1.2 3.5 0.0 -0.52
```
Forces are in eV/Å.

Computed properties:
SMILES string: OC[C@@H]1[C@H]2N=CN[C@@H]12
energy relative to the best compared isomer or geometry (same formula, charge and spin): 306.90 kJ/mol
E_tot: -10339.5453 eV
HOMO level: -8.1 eV



Record 6
Formula: C5H8N2O
Source: the OMol25 dataset
Level of theory: wB97M-V/def2-TZVPD

The geometry in XYZ format:
```
16
Properties=species:S:1:pos:R:3:forces:R:3:mulliken_charge:R:1
C -1.0402 -0.1762 0.2550 0.1 0.1 -0.4 -0.49
C 0.1810 1.9870 -0.6113 0.3 0.2 -0.4 -1.14
C -1.3766 -1.4368 -0.5223 0.1 -0.1 0.2 -1.07
C 0.0891 0.6094 -0.0661 0.0 -0.2 0.8 0.54
O 2.4625 0.2631 0.1759 -0.2 -0.6 -0.3 -0.46
N 1.1291 -0.0236 0.4933 -1.0 0.0 1.0 0.35
C 0.5588 -1.0797 1.3314 1.3 0.2 -1.0 0.26
N 0.7702 -1.9943 2.0384 -0.2 0.6 -0.3 -0.59
H 3.0073 -0.2946 0.7540 -0.3 0.0 0.1 0.38
H -1.9274 0.3659 0.5830 0.1 0.1 -0.1 0.30
H -0.4593 2.6552 -0.0285 0.0 -0.2 0.0 0.30
H 1.1951 2.3891 -0.6119 0.0 -0.1 0.2 0.37
H -0.1795 2.0128 -1.6446 -0.1 -0.1 0.2 0.29
H -2.0696 -1.2091 -1.3384 0.0 0.0 0.0 0.34
H -1.8514 -2.1616 0.1425 0.0 -0.1 -0.1 0.31
H -0.4890 -1.9067 -0.9506 0.0 0.0 0.0 0.32
```
Forces are in eV/Å.

Computed properties:
SMILES string: C/C=C(/C)N(O)C#N
energy relative to the best compared isomer or geometry (same formula, charge and spin): 531.62 kJ/mol
E_tot: -10337.2162 eV
HOMO level: -7.7 eV



Record 7
Formula: C5H8N2O
Source: the OMol25 dataset
Level of theory: wB97M-V/def2-TZVPD

The geometry in XYZ format:
```
16
Properties=species:S:1:pos:R:3:forces:R:3:mulliken_charge:R:1
C 0.8702 -1.3637 -0.2768 -1.0 4.8 2.5 -0.23
C -0.1993 -0.3582 -0.2133 5.6 -1.8 -1.7 0.57
C 0.2349 0.9619 -0.3350 3.1 6.1 -1.3 -0.10
C 1.3667 1.5140 0.2351 -0.5 3.4 0.6 -0.91
C -1.5117 -0.5729 -0.0468 -7.8 -1.3 0.9 -0.19
H 2.4760 0.1456 0.1066 -1.4 -3.4 -0.8 0.29
H 2.9402 -1.7270 -0.1036 -2.4 2.6 0.3 0.22
H 0.5955 -2.3907 -0.2492 0.3 -0.8 -0.3 0.40
H -0.0754 1.9241 -1.0615 -0.5 -3.6 1.5 0.12
H 1.5262 2.6666 -0.0876 0.0 -2.9 1.0 0.20
H 1.9065 1.2753 1.2237 -0.9 0.0 -1.7 0.37
H -1.6350 -1.6306 0.7176 -0.8 3.2 -2.5 0.15
H -4.3046 0.4861 0.2963 -1.5 2.2 0.0 0.30
N 2.1513 -0.9464 0.0298 2.4 -2.3 -0.8 -0.39
N -2.5404 0.2970 -0.4906 2.2 -5.1 4.1 -0.35
O -3.8011 -0.2811 0.2552 3.6 -1.2 -1.6 -0.44
```
Forces are in eV/Å.

Computed properties:
SMILES string: C=CC(/C=N/O)=C\N
energy relative to the best compared isomer or geometry (same formula, charge and spin): 739.06 kJ/mol
E_tot: -10335.0663 eV
HOMO level: -7.6 eV



Record 8
Formula: C5H8N2O
Source: the OMol25 dataset
Level of theory: wB97M-V/def2-TZVPD

The geometry in XYZ format:
```
16
Properties=species:S:1:pos:R:3:forces:R:3:mulliken_charge:R:1
C 2.3287 -0.3523 -0.1533 1.3 0.3 -1.3 -1.45
C 1.1448 0.5297 -0.0408 -0.5 1.2 0.1 -0.17
C -0.1430 -0.2332 0.0739 1.2 0.1 -0.5 0.23
C -2.2378 -0.8812 -0.0523 -0.9 0.3 -0.1 -0.39
C -1.5031 0.4200 0.2885 0.7 -3.4 -0.4 0.43
H 3.2955 0.1751 -0.1039 -0.5 -0.1 -0.2 0.35
H 2.2797 -0.9949 -1.0213 0.1 0.4 -0.9 0.36
H 2.3210 -1.1158 0.5384 0.0 -1.3 2.3 0.41
H 1.1911 1.1373 0.8588 0.3 0.3 0.3 0.27
H 1.1734 1.2932 -0.8711 -0.6 -0.8 0.6 0.27
H -3.2917 -0.9191 -0.1179 -1.1 0.0 -0.1 0.48
H -1.6495 0.6316 1.3406 0.1 -0.2 0.6 0.27
H -1.3789 2.2341 0.0416 -0.4 0.2 -0.7 0.36
N -0.1426 -1.5056 -0.0619 -0.8 0.3 -0.8 -0.37
N -1.5741 -1.9419 -0.2592 1.2 1.5 1.1 -0.54
O -1.8133 1.5229 -0.4602 0.2 1.3 -0.2 -0.52
```
Forces are in eV/Å.

Computed properties:
SMILES string: CCC1=NN=C[C@@H]1O
energy relative to the best compared isomer or geometry (same formula, charge and spin): 263.82 kJ/mol
E_tot: -10339.9918 eV
HOMO level: -9.9 eV



Record 9
Formula: C5H8N2O
Source: the OMol25 dataset
Level of theory: wB97M-V/def2-TZVPD

The geometry in XYZ format:
```
16
Properties=species:S:1:pos:R:3:forces:R:3:mulliken_charge:R:1
C -1.2620 0.3241 -0.1621 -2.4 -1.1 -1.4 -0.46
C -0.2383 0.6801 0.8644 1.7 1.3 3.2 0.19
C 0.0143 0.4331 -1.1080 -0.8 0.4 -1.7 -0.07
C 0.8161 -0.7743 -0.6650 0.2 1.1 1.9 -0.06
C 0.7802 -0.4444 0.8479 1.2 -0.1 -4.1 -0.60
H -2.0286 -1.2855 1.1637 0.7 1.1 -5.8 0.33
H -2.2108 1.0280 -0.2068 2.3 -0.7 -0.3 0.23
H -0.4481 0.9730 2.0097 0.0 0.0 -2.8 0.28
H -0.6381 2.2340 -0.3083 3.3 -0.8 -0.1 0.31
H 0.2356 0.3279 -2.2276 -1.5 1.7 1.1 0.38
H 0.7574 -1.7704 -1.1903 0.1 1.4 0.9 0.44
H 2.8047 -0.9574 0.0167 -2.6 2.1 0.5 0.28
H 0.8791 -1.2966 1.3943 -0.3 -1.7 2.3 0.51
N 0.3671 1.7050 -0.1824 -3.6 -1.1 -0.1 -0.58
N 1.9832 -0.1922 -0.0379 2.7 -2.2 0.2 -0.57
O -1.8117 -0.9847 -0.2083 -0.9 -1.2 6.2 -0.60
```
Forces are in eV/Å.

Computed properties:
energy relative to the best compared isomer or geometry (same formula, charge and spin): 791.58 kJ/mol
E_tot: -10334.5219 eV
HOMO level: -8.6 eV



Record 10
Formula: C5H8N2O
Source: the OMol25 dataset
Level of theory: wB97M-V/def2-TZVPD

The geometry in XYZ format:
```
16
Properties=species:S:1:pos:R:3:forces:R:3:mulliken_charge:R:1
C -0.0229 -2.9536 0.5874 0.6 0.7 -0.2 -0.32
C -0.4598 0.9201 -0.1200 1.1 1.6 0.5 -0.35
C 0.7708 1.4621 -0.2027 1.1 -0.7 0.2 0.14
C -1.0190 -0.1807 -0.7779 -0.4 -0.3 -0.3 -0.13
C 1.0716 2.8048 0.5986 -2.9 -1.3 -1.9 -0.96
N -1.9401 -0.7801 -1.1374 2.8 2.5 1.1 0.62
N 0.4272 -2.2068 -0.3223 0.3 0.3 0.7 -0.36
O -2.8120 -1.4050 -1.5724 -3.2 -2.7 -1.5 -0.73
H -0.0045 -4.0346 0.5222 -0.3 -0.2 0.3 0.24
H -0.3132 -2.3836 1.4482 -0.6 -0.5 0.9 0.26
H -1.1898 1.4463 0.4951 0.0 0.2 -0.2 0.27
H 1.6416 0.8201 -0.6672 -1.8 1.6 0.7 0.29
H 0.0719 3.4060 0.5526 1.8 -1.0 0.4 0.24
H 1.2250 2.4105 1.6026 0.7 0.9 0.1 0.28
H 1.7914 3.4268 0.0644 0.4 -0.3 0.7 0.34
H 0.7617 -2.7523 -1.0711 0.5 -0.8 -1.5 0.17
```
Forces are in eV/Å.

Computed properties:
SMILES string: C/C=C/C#[N+][O-].C=N
energy relative to the best compared isomer or geometry (same formula, charge and spin): 540.92 kJ/mol
E_tot: -10337.1199 eV
HOMO level: -8.3 eV



Question: Which formula does entry 6 have?
Answer: C5H8N2O